Entry from OMol25: C15H19AsAuGe2S4 as an isolated structure (ωB97M-V/def2-TZVPD).

Positions of all 42 atoms, in Å:
Au 0.097 0.375 0.005
As 1.248 2.802 1.387
Ge -1.675 -0.690 -1.223
Ge -3.622 -1.446 0.057
S 2.208 1.750 -0.248
S 0.204 1.268 2.487
S -0.110 4.303 0.648
S 2.509 4.073 2.548
C -4.252 1.186 -4.118
C -1.942 -3.449 -2.434
C -3.630 0.257 -3.292
C -4.198 0.056 1.192
C -3.176 -2.874 1.353
C -0.368 -2.006 -3.502
C -2.770 2.887 -3.295
C -5.296 -2.082 -0.794
C -2.568 0.613 -2.455
C -0.049 -3.012 -4.406
C -1.623 -4.468 -3.331
C -2.149 1.947 -2.474
C -3.823 2.509 -4.120
C -1.325 -2.196 -2.497
C -0.676 -4.252 -4.322
H -4.969 -0.263 1.901
H 0.698 -2.835 -5.173
H -4.030 -3.061 2.012
H -4.593 0.874 0.585
H -2.426 3.916 -3.281
H -5.995 -2.350 0.004
H -5.075 0.881 -4.757
H -3.339 0.440 1.748
H -2.117 -5.432 -3.255
H -0.422 -5.043 -5.019
H -5.744 -1.293 -1.402
H -3.975 -0.775 -3.302
H -5.136 -2.958 -1.429
H -1.325 2.259 -1.837
H -2.691 -3.636 -1.671
H 0.140 -1.049 -3.567
H -2.899 -3.811 0.864
H -4.308 3.237 -4.761
H -2.330 -2.545 1.960

The expectation value of S² is 0.761. The charge is -2. The HOMO energy (alpha / beta) is -0.0498 / -0.0494 Ha. The multiplicity is 2. The max |F| comes out at 0.0143 hartree/bohr.

natural (NBO) population analysis, charges in e, atoms 1 to 5:
1. Au 0.433
2. As 0.912
3. Ge 0.394
4. Ge 1.137
5. S -0.775


Entry from OMol25: one molecule with the formula C5H13NO in a non-equilibrium geometry (ωB97M-V/def2-TZVPD).

Positions of all 20 atoms, in Å:
O -1.873 -0.775 1.421
N 1.512 -0.556 -1.518
C 1.520 0.014 0.948
C -0.592 0.154 -0.558
C 0.717 -0.580 -0.310
C -0.696 1.584 -0.048
C -1.811 -0.713 0.017
H -0.751 0.165 -1.641
H 2.416 -0.587 1.100
H 0.120 2.198 -0.423
H 2.381 -1.064 -1.398
H 1.733 0.398 -1.783
H 0.537 -1.641 -0.092
H -1.118 -1.280 1.740
H 0.913 -0.029 1.848
H -1.636 2.022 -0.379
H 1.856 1.031 0.754
H -1.794 -1.725 -0.409
H -2.735 -0.229 -0.306
H -0.700 1.614 1.038

As for the energy relative to the best compared isomer or geometry (same formula, charge and spin): 87.3 kJ/mol. Its SMILES is C[C@H](N)[C@H](C)CO. The charge is 0. The HOMO energy is -0.3385 Ha. The max |F| comes out at 0.0431 hartree/bohr.

natural (NBO) population analysis, charges in e, atoms 1 to 5:
1. O -0.718
2. N -0.832
3. C -0.634
4. C -0.255
5. C -0.037


Entry from OMol25: C4H9NO as an isolated structure (ωB97M-V/def2-TZVPD).

Positions of all 15 atoms, in Å:
O 0.548 0.464 1.990
N -0.255 -1.972 -0.729
C 0.516 1.661 -0.356
C 0.806 0.248 0.064
C -1.317 -0.932 -0.925
C -0.235 -0.740 0.056
H -0.649 -2.726 -0.153
H -0.193 -0.349 1.465
H 1.195 2.393 0.096
H 0.615 1.722 -1.453
H -2.329 -1.133 -0.560
H -1.284 -0.443 -1.903
H 1.248 -0.054 2.443
H 1.853 -0.066 0.068
H -0.519 1.926 -0.104

As for the energy relative to the best compared isomer or geometry (same formula, charge and spin): 521.7 kJ/mol. The charge is 0. The HOMO energy is -0.3003 Ha. The max |F| comes out at 0.0171 hartree/bohr.

natural (NBO) population analysis, charges in e, atoms 1 to 5:
1. O -0.903
2. N -0.587
3. C -0.662
4. C 0.179
5. C -0.265


Entry from OMol25: C3H6N3O as an isolated structure in a non-equilibrium geometry (ωB97M-V/def2-TZVPD).

Positions of all 13 atoms, in Å:
O -2.894 0.040 0.371
N 0.309 1.463 0.161
N 0.530 -0.842 0.044
N -0.882 1.475 -0.502
C -0.845 -1.186 -0.278
C 0.997 0.368 0.326
C -1.812 -0.114 -0.005
H 2.002 0.448 0.710
H 1.166 -1.623 0.115
H -1.142 -2.061 0.310
H 0.708 2.356 0.444
H -0.930 -1.448 -1.343
H -1.479 2.252 -0.242

As for the energy relative to the best compared isomer or geometry (same formula, charge and spin): 146.6 kJ/mol. The charge is +1. The HOMO energy is -0.4910 Ha. The max |F| comes out at 0.0748 hartree/bohr.

natural (NBO) population analysis, charges in e, atoms 1 to 5:
1. O -0.368
2. N -0.322
3. N -0.541
4. N -0.568
5. C -0.364


Entry from OMol25: C15H33N3O9Sr as an isolated structure in a non-equilibrium geometry (ωB97M-V/def2-TZVPD).

Positions of all 61 atoms, in Å:
Sr -0.454 -0.555 0.552
O 5.809 -3.830 3.366
O 2.504 1.475 -2.217
O -4.015 0.090 -2.188
O 1.256 -4.297 -2.062
O -2.319 -3.152 5.497
O 2.871 -6.848 -1.195
O -3.129 -3.359 2.458
O -1.270 3.867 2.506
O 3.200 -1.872 3.126
N 4.542 1.088 -3.178
N -6.248 -0.266 -2.239
N -0.917 6.172 2.473
C 5.167 0.408 -4.350
C -1.363 7.548 2.685
C 2.253 -4.940 -2.927
C -6.573 0.946 -1.609
C 2.664 -6.456 -2.557
C -1.537 5.054 2.811
C 0.283 6.122 1.611
C -7.365 -1.091 -2.576
C -4.978 -0.619 -2.432
C 5.389 1.677 -2.099
C -3.530 -2.614 4.921
C 4.571 -1.536 3.006
C 3.208 1.046 -3.082
C -4.015 -3.236 3.551
C 5.827 -2.523 2.864
H 5.882 -0.231 -3.833
H 3.097 -4.277 -3.119
H 6.710 -2.036 3.278
H -4.937 -2.732 3.258
H -7.113 -2.081 -2.955
H -4.415 -4.238 3.709
H 2.822 0.533 -3.976
H 5.638 1.231 -4.886
H -1.825 7.849 1.745
H 6.256 2.245 -2.437
H 1.899 -7.091 -3.004
H 5.940 0.928 -1.531
H 4.754 -0.657 2.388
H -7.088 0.729 -0.674
H -2.231 7.490 3.342
H 6.187 -2.672 1.846
H 0.014 6.420 0.597
H -7.313 1.526 -2.160
H 0.511 5.074 1.417
H -5.762 1.573 -1.238
H 1.089 6.741 2.006
H -8.006 -0.592 -3.303
H 4.504 -0.136 -5.022
H -2.394 5.209 3.485
H -3.279 -1.604 4.599
H -0.654 8.314 2.999
H 3.590 -6.565 -3.121
H 4.891 2.325 -1.378
H -4.309 -2.626 5.684
H 1.807 -5.051 -3.916
H -4.896 -1.676 -2.730
H 4.831 -1.022 3.932
H -8.030 -1.202 -1.719

As for the energy relative to the best compared isomer or geometry (same formula, charge and spin): 0.0 kJ/mol. The charge is -4. The HOMO energy is 0.1669 Ha. The max |F| comes out at 0.0853 hartree/bohr.

natural (NBO) population analysis, charges in e, atoms 1 to 5:
1. Sr 0.654
2. O -0.806
3. O -0.605
4. O -0.600
5. O -0.800


Entry from OMol25: C23H28B2Cl4F3O3 as an isolated structure in a non-equilibrium geometry (ωB97M-V/def2-TZVPD).

Positions of all 63 atoms, in Å:
Cl -0.357 1.489 6.460
Cl 0.136 -1.596 6.024
Cl 6.190 3.155 1.381
Cl -1.922 0.022 4.242
F 3.564 1.577 -4.864
F 3.951 -0.523 -5.028
F 2.356 0.369 -6.188
O -2.251 0.098 -0.855
O 0.875 0.335 4.350
O -1.307 -2.042 -0.585
C -3.188 -3.454 -0.555
C -3.936 -0.812 0.539
C 4.574 1.443 2.735
C -4.336 -0.419 -1.894
C -0.012 0.841 -2.688
C 0.104 -0.293 -1.881
C 3.587 3.559 2.067
C 0.001 1.621 0.860
C 3.368 1.053 3.306
C 2.239 1.861 3.120
C 2.928 0.366 -4.947
C 2.382 3.173 2.633
C 0.822 1.229 3.279
C -2.345 -2.436 -2.680
C 4.673 2.668 2.043
C 2.051 -1.011 -3.076
C 0.899 1.002 -3.716
C -2.579 -2.230 -1.150
C -3.305 -0.835 -0.842
C 1.892 0.105 -3.858
C 1.029 -0.696 1.407
C 0.141 0.480 1.935
C 1.144 -1.197 -2.034
B -1.189 -0.748 -1.205
B -0.256 0.057 5.191
H -4.798 -1.493 0.571
H -4.192 -3.627 -0.980
H 1.635 -0.875 2.275
H -1.025 1.806 0.532
H -4.291 0.200 0.755
H 3.728 4.576 1.674
H -3.207 -1.108 1.308
H 3.243 0.109 3.821
H 0.268 2.454 1.479
H -2.570 -4.326 -0.814
H -3.277 -2.686 -3.197
H 0.710 1.608 -0.005
H 2.894 -1.655 -3.239
H -0.929 -0.014 1.879
H 0.503 -1.640 1.222
H -4.784 0.551 -1.607
H 0.877 1.883 -4.373
H 1.690 -0.441 0.543
H -3.921 -0.345 -2.904
H -5.181 -1.143 -1.934
H 1.252 -2.088 -1.422
H 1.534 3.843 2.632
H -0.817 1.547 -2.571
H 0.095 2.007 3.446
H 5.469 0.821 2.857
H -1.898 -1.539 -3.176
H -1.646 -3.270 -2.820
H -3.284 -3.369 0.517

The charge is -1. The HOMO energy is -0.2239 Ha. The max |F| comes out at 0.0820 hartree/bohr.

natural (NBO) population analysis, charges in e, atoms 1 to 5:
1. Cl -0.344
2. Cl -0.305
3. Cl -0.015
4. Cl -0.338
5. F -0.334